(P)
5
Properties=species:S:1:pos:R:3 method="wB97M-V/def2-TZVPD" total_charge=0 orbital_gap_ev="7.65 / 8.08"
O 0.033 0.240 0.100
O 2.371 1.035 0.169
O -2.396 -1.217 -0.180
S 1.544 0.012 -0.372
S -1.554 -0.070 0.283

=====

(Q)
5
Properties=species:S:1:pos:R:3 method="wB97M-V/def2-TZVPD" total_charge=0 smiles="O=S1#S(=O)O1" orbital_gap_ev=9.17
O 1.402 1.495 -0.440
S 0.801 0.261 -0.695
S -0.959 -0.092 0.484
O -1.866 -1.057 -0.109
O 0.623 -0.608 0.760

=====

(R)
5
Properties=species:S:1:pos:R:3 method="wB97M-V/def2-TZVPD" total_charge=0 orbital_gap_ev="5.16 / 5.58"
O -2.374 -0.789 -0.202
O 0.225 0.604 -0.046
O 2.255 -0.830 0.212
S -1.879 0.525 0.145
S 1.773 0.489 -0.109

=====

Energies relative to the most stable structure are (P) 94.2; (Q) 0.0; (R) 132.1, reported in kJ/mol.